(1)
{"formula": "C54H56Cl2N2O14SSi", "method": "the ωB97M-V functional and the def2-TZVPD basis", "elements": ["C", "C", "C", "C", "C", "C", "C", "C", "C", "O", "C", "C", "O", "N", "C", "O", "O", "C", "O", "C", "C", "O", "Si", "C", "C", "C", "C", "O", "C", "N", "O", "C", "Cl", "C", "C", "C", "C", "S", "O", "O", "Cl", "C", "H", "H", "H", "H", "H", "H", "H", "H", "H", "H", "H", "H", "H", "H", "H", "H", "H", "H", "H", "H", "H", "H", "H", "H", "H", "H", "H", "H", "H", "H", "H", "H", "H", "H", "H", "H", "H", "H", "H", "H", "O", "C", "C", "C", "C", "C", "C", "C", "C", "O", "C", "C", "C", "C", "C", "C", "H", "H", "H", "H", "H", "H", "H", "H", "O", "C", "C", "C", "C", "C", "C", "C", "C", "O", "C", "C", "C", "C", "C", "C", "H", "H", "H", "H", "H", "H", "H", "H"], "xyz": [[2.602, -1.744, 6.445], [1.313, -2.072, 5.679], [0.247, -2.522, 6.447], [-0.956, -2.870, 5.832], [-1.064, -2.746, 4.453], [-2.372, -3.135, 3.720], [-2.175, -4.618, 3.219], [-3.578, -3.191, 4.690], [0.000, -2.263, 3.682], [-0.124, -2.093, 2.320], [0.406, -3.181, 1.580], [0.195, -2.957, 0.046], [0.125, -4.224, -0.514], [-1.100, -2.205, -0.100], [-2.093, -2.891, 0.084], [-3.086, -3.492, 0.044], [1.213, -2.100, -0.368], [1.939, -2.396, -1.526], [2.820, -3.493, -1.397], [1.156, -2.481, -2.862], [-0.093, -1.587, -3.009], [-0.004, -0.327, -2.356], [-1.341, 0.666, -2.632], [-2.787, 0.370, -1.460], [-0.777, 2.453, -2.326], [-2.004, 0.618, -4.393], [2.910, -1.180, -1.668], [3.926, -1.417, -2.664], [3.823, -0.512, -3.601], [3.522, 0.181, -4.469], [3.581, -1.130, -0.420], [4.271, 0.073, -0.242], [6.051, -0.295, -0.107], [3.875, 0.795, 1.046], [2.369, 1.112, 1.152], [1.824, 1.949, -0.064], [1.267, 3.323, 0.331], [2.502, 4.408, 1.110], [3.749, 4.164, 0.429], [2.068, 5.764, 0.908], [2.612, 4.064, 3.122], [1.202, -1.940, 4.308], [2.420, -0.797, 6.971], [2.743, -2.511, 7.216], [3.467, -1.650, 5.782], [0.322, -2.605, 7.531], [-1.764, -3.210, 6.473], [-2.524, -2.436, 2.891], [-1.871, -4.672, 2.167], [-1.355, -5.051, 3.805], [-3.101, -5.202, 3.309], [-3.348, -3.928, 5.473], [-3.822, -2.222, 5.139], [-4.441, -3.606, 4.150], [0.066, -4.170, 1.908], [1.501, -3.172, 1.731], [-0.299, -4.219, -1.384], [2.375, -4.214, -1.863], [0.828, -3.513, -3.082], [1.832, -2.226, -3.691], [-0.230, -1.418, -4.093], [-1.010, -2.118, -2.689], [-2.483, 0.301, -0.409], [-3.422, 1.272, -1.540], [-3.425, -0.466, -1.780], [-0.912, 2.764, -1.282], [0.262, 2.611, -2.653], [-1.395, 3.136, -2.931], [-2.716, 1.430, -4.599], [-2.509, -0.338, -4.597], [-1.186, 0.720, -5.124], [2.378, -0.228, -1.775], [4.168, 0.765, -1.086], [4.423, 1.748, 1.073], [4.159, 0.205, 1.927], [2.119, 1.671, 2.061], [1.797, 0.173, 1.198], [2.605, 2.115, -0.818], [1.059, 1.317, -0.539], [0.337, 3.284, 0.914], [1.010, 3.860, -0.594], [2.051, -1.567, 3.732], [-6.554, -10.244, -1.734], [-5.778, -9.386, -2.101], [-5.161, -9.448, -3.455], [-5.497, -10.491, -4.310], [-4.960, -10.539, -5.586], [-4.084, -9.546, -6.014], [-3.733, -8.514, -5.159], [-4.264, -8.464, -3.876], [-3.865, -7.361, -2.962], [-3.043, -6.534, -3.309], [-4.497, -7.287, -1.618], [-4.161, -6.243, -0.768], [-4.764, -6.141, 0.476], [-5.706, -7.085, 0.873], [-6.034, -8.137, 0.032], [-5.428, -8.245, -1.214], [-6.182, -11.261, -3.980], [-5.226, -11.349, -6.252], [-3.675, -9.579, -7.015], [-3.048, -7.745, -5.491], [-3.434, -5.507, -1.075], [-4.503, -5.324, 1.135], [-6.183, -7.000, 1.841], [-6.765, -8.872, 0.344], [1.901, 9.822, 2.024], [2.521, 10.535, 1.263], [3.539, 9.964, 0.341], [3.767, 8.593, 0.338], [4.686, 8.046, -0.542], [5.380, 8.866, -1.426], [5.170, 10.235, -1.417], [4.254, 10.791, -0.531], [4.051, 12.263, -0.520], [4.710, 12.988, -1.239], [3.018, 12.833, 0.388], [2.790, 14.204, 0.386], [1.809, 14.742, 1.202], [1.051, 13.913, 2.023], [1.284, 12.548, 2.038], [2.271, 12.003, 1.225], [3.227, 7.949, 1.019], [4.857, 6.977, -0.544], [6.089, 8.435, -2.122], [5.714, 10.873, -2.101], [3.375, 14.848, -0.256], [1.630, 15.810, 1.196], [0.278, 14.335, 2.653], [0.696, 11.905, 2.680]], "smiles": "Cc1ccc(C(C)C)c(OC[C@@](O)(N=C=O)O[C@@](O)(CCO[Si](C)(C)C)[C@H](OC#N)O[C@H](Cl)CCCCS(=O)(=O)Cl)c1.O=C1c2ccccc2C(=O)c2ccccc21.O=C1c2ccccc2C(=O)c2ccccc21", "charge": 0, "homo_lumo_gap_ev": 7.81}

(2)
{"formula": "C17H25ClN2W", "method": "the ωB97M-V functional and the def2-TZVPD basis", "elements": ["C", "C", "C", "C", "Cl", "H", "H", "H", "H", "H", "H", "H", "H", "H", "C", "C", "C", "H", "C", "C", "H", "H", "H", "H", "C", "C", "C", "H", "C", "C", "H", "H", "H", "H", "W", "C", "N", "C", "C", "N", "H", "H", "H", "H", "H", "H"], "xyz": [[-2.765, 3.628, -3.632], [-4.283, 3.537, -3.411], [-2.301, 5.071, -3.375], [-2.445, 3.247, -5.087], [-1.928, 2.525, -2.520], [-2.817, 5.759, -4.059], [-1.223, 5.172, -3.544], [-2.531, 5.380, -2.349], [-4.804, 4.223, -4.096], [-4.549, 3.819, -2.386], [-4.650, 2.523, -3.608], [-2.962, 3.932, -5.776], [-2.782, 2.228, -5.311], [-1.370, 3.318, -5.286], [-0.163, -0.486, 3.133], [0.599, 0.608, 2.556], [-0.238, 1.201, 1.528], [1.477, 1.063, 2.989], [-1.427, 0.428, 1.429], [-1.353, -0.655, 2.354], [-2.102, -1.437, 2.486], [0.063, -0.960, 4.073], [-0.048, 2.146, 1.023], [-2.299, 0.707, 0.840], [1.925, -1.884, -1.033], [2.850, -1.574, 0.019], [2.747, -0.162, 0.317], [3.557, -2.252, 0.469], [1.859, 0.414, -0.684], [1.386, -0.650, -1.512], [0.825, -0.517, -2.434], [1.728, -2.874, -1.445], [3.379, 0.397, 0.994], [1.691, 1.475, -0.855], [0.724, -0.769, 0.865], [1.573, -5.584, 3.218], [2.040, -4.165, 3.235], [3.234, -3.849, 4.082], [1.470, -3.279, 2.508], [0.933, -2.553, 1.738], [2.182, -6.167, 3.912], [1.690, -6.008, 2.208], [0.523, -5.628, 3.542], [4.078, -3.520, 3.454], [2.977, -3.071, 4.818], [3.529, -4.755, 4.614]], "spin_multiplicity": 3, "charge": 2, "homo_lumo_gap_ev": [7.64, 6.08]}

(3)
{"formula": "H3O6", "method": "the ωB97M-V functional and the def2-TZVPD basis", "elements": ["O", "O", "O", "O", "O", "O", "H", "H", "H"], "xyz": [[2.373, 0.116, 0.160], [-2.208, 0.515, 0.164], [-0.632, -1.234, -0.382], [1.277, 0.319, -0.471], [-1.010, 0.791, 0.608], [-0.035, -0.331, 0.410], [2.621, 0.902, 0.719], [-2.356, 0.930, -0.718], [-0.029, -2.007, -0.489]], "charge": 1, "homo_lumo_gap_ev": [9.13, 9.15]}

(4)
{"formula": "C5H11NO", "method": "the ωB97M-V functional and the def2-TZVPD basis", "elements": ["C", "C", "C", "C", "N", "C", "H", "H", "H", "H", "H", "H", "H", "H", "H", "O", "H", "H"], "xyz": [[-0.991, -0.922, -2.523], [-0.682, 0.119, -1.747], [-0.841, 0.068, -0.280], [-0.334, 1.101, 0.432], [0.127, 0.971, 1.752], [0.095, -0.368, 2.323], [-0.484, -1.120, -3.460], [-1.587, -1.747, -2.127], [-0.519, 1.113, -2.169], [-1.484, -0.709, 0.114], [0.165, 1.876, -0.141], [-0.044, 1.681, 2.445], [-0.923, -0.804, 2.354], [0.471, -0.350, 3.348], [0.664, -1.042, 1.689], [2.514, 0.095, -0.811], [1.901, 0.721, -0.420], [1.951, -0.683, -0.780]], "smiles": "C=C/C=C/NC.O", "charge": 0, "homo_lumo_gap_ev": 8.89}

The highest charge belongs to which entry?
C17H25ClN2W

Among the records above, which one has the highest charge?
C17H25ClN2W

Number 4 is which compound?
C5H11NO